No. 1
C31H35B4N5O14 | ωB97M-V with the def2-TZVPD basis set

Structure (XYZ):
```
89
Properties=species:S:1:pos:R:3:forces:R:3:lowdin_charge:R:1
C -1.724955 -0.697837 0.598270 -0.2 0.0 0.1 -0.058
C -0.535073 -1.558064 0.962960 0.0 -0.3 0.3 -0.231
O 0.684240 -1.090124 0.383952 -0.2 0.5 -0.1 0.062
B 0.760828 -0.974085 -0.981017 0.4 -0.3 -0.1 -0.476
O 0.231495 -1.930297 -1.813292 0.2 0.1 -0.4 0.162
B 1.451148 0.439581 -1.657909 0.5 -0.5 -0.7 -0.306
O 2.642861 1.027343 -1.202531 -0.7 -0.1 0.8 0.293
B 2.472294 2.369219 -0.942522 0.9 0.2 -0.5 -0.538
C 2.929269 3.037654 0.413866 -0.3 0.2 -0.4 -0.020
C 2.456112 4.454732 0.461169 0.5 0.0 -0.1 -0.278
N 1.453354 4.901859 1.076034 -0.4 0.2 0.1 0.101
O 1.780669 3.124508 -1.878123 -0.6 0.2 0.7 0.280
B 0.590225 2.465559 -2.202813 0.3 -0.4 -1.0 -0.551
C -0.796959 3.121846 -1.975730 0.1 0.9 -0.9 0.021
C -1.033890 4.191707 -3.066513 1.4 -0.9 0.6 -0.318
C -0.202800 4.172395 -4.298829 -2.6 0.0 -0.7 -0.029
O -1.654259 3.798778 -4.233817 -0.1 0.5 -0.2 -0.037
O 0.740947 1.142813 -2.628545 -0.5 0.2 1.0 0.295
H -2.545225 -0.937159 1.273182 -0.1 0.0 0.0 0.081
H -1.515511 0.362182 0.725712 0.1 0.1 0.0 0.083
H -2.073076 -0.880603 -0.415025 0.1 0.0 -0.2 0.084
H -0.392568 -1.539217 2.040293 0.2 0.0 0.1 0.118
H -0.729319 -2.597055 0.693312 0.1 -0.1 -0.1 0.116
H 0.583560 -2.813936 -1.662626 -0.2 -0.1 0.1 0.068
H 4.007911 2.966936 0.538073 0.1 -0.1 0.2 0.119
H 2.417676 2.477973 1.199902 0.2 -0.2 0.2 0.125
H 3.024166 5.174630 -0.128632 0.1 0.0 -0.1 0.108
H 0.987710 4.152178 1.590310 -0.1 0.0 0.1 0.052
H -1.623657 2.421869 -2.012995 -0.1 -0.1 0.3 0.125
H -0.744829 3.655347 -1.031064 -0.2 -0.1 0.2 0.094
H -1.281036 5.188167 -2.718074 -0.2 0.1 0.1 0.137
H 0.192086 3.268353 -4.736893 1.2 0.2 0.5 0.125
H -0.128935 5.123955 -4.806136 0.6 -0.1 -0.2 0.103
C -4.109552 8.103447 1.309783 0.0 0.0 0.0 -0.061
C -2.982660 7.606525 0.669083 0.0 -0.1 0.0 -0.050
C -2.834169 6.239611 0.494710 0.0 0.0 0.0 0.009
C -3.827244 5.396196 0.959000 0.1 0.0 -0.1 -0.143
C -4.957410 5.869999 1.597074 -0.1 0.0 0.1 -0.007
C -5.091315 7.237317 1.773661 0.0 0.0 0.0 -0.067
N -3.678740 3.942766 0.760501 0.1 0.0 0.0 -0.336
O -2.654765 3.543391 0.233235 -0.2 0.1 0.2 0.052
O -4.578136 3.223255 1.136118 -0.1 0.0 0.0 0.085
H -4.226076 9.170681 1.442193 0.0 0.0 0.0 0.109
H -2.210983 8.259169 0.288264 -0.1 0.1 0.1 0.079
H -1.958090 5.841162 0.006764 0.0 -0.1 0.0 0.110
H -5.713798 5.185395 1.950406 0.0 -0.1 0.0 0.118
H -5.968087 7.627267 2.271786 0.0 0.0 0.0 0.107
C -0.054072 -8.455968 0.816593 0.0 0.0 0.0 -0.065
C -0.317288 -8.308368 -0.539401 0.0 0.0 0.1 -0.058
C 0.175085 -7.213303 -1.229512 -0.1 -0.1 -0.1 -0.001
C 0.929298 -6.285514 -0.536580 0.0 0.0 0.0 -0.147
C 1.200413 -6.408052 0.813351 0.1 0.0 0.1 0.006
C 0.700534 -7.506931 1.493570 0.0 0.0 -0.2 -0.065
N 1.470770 -5.127612 -1.264513 0.0 -0.1 0.1 -0.346
O 1.201880 -5.018605 -2.444540 -0.1 0.1 0.0 0.089
O 2.152830 -4.333939 -0.643022 -0.1 0.1 0.0 0.085
H -0.439349 -9.312131 1.352602 0.0 0.0 0.0 0.098
H -0.907649 -9.047975 -1.061995 0.0 0.0 0.0 0.109
H -0.021468 -7.082434 -2.282670 0.0 0.1 0.0 0.120
H 1.790043 -5.660086 1.321479 0.0 0.0 -0.1 0.121
H 0.896763 -7.622048 2.548148 0.0 0.0 0.0 0.088
C 2.408971 7.061369 -4.367228 0.0 0.0 0.0 -0.067
C 1.948011 8.272759 -4.866342 0.0 -0.1 0.0 -0.063
C 1.065276 9.037617 -4.122804 0.0 0.1 -0.1 -0.002
C 0.666535 8.568878 -2.884725 0.0 0.0 0.0 -0.144
C 1.108133 7.365873 -2.366702 0.0 -0.1 0.1 0.004
C 1.986964 6.608877 -3.124187 0.1 0.0 -0.1 -0.065
N -0.269319 9.383960 -2.092843 -0.1 0.0 0.0 -0.339
O -0.680249 10.414596 -2.582697 0.0 0.0 0.0 0.087
O -0.587964 8.966504 -0.995472 0.1 0.1 0.0 0.057
H 3.098726 6.465792 -4.950381 0.0 0.0 0.0 0.110
H 2.274895 8.622646 -5.835672 0.0 0.0 0.0 0.108
H 0.692795 9.979152 -4.496055 0.0 0.0 0.1 0.119
H 0.771381 7.023633 -1.397501 0.0 0.1 0.0 0.117
H 2.338731 5.661618 -2.744525 0.0 -0.1 0.1 0.099
C 2.612147 -12.783422 4.752779 0.0 0.0 0.0 -0.068
C 1.498567 -12.969810 5.561026 0.1 0.0 0.0 -0.062
C 0.463033 -12.050011 5.541823 0.0 -0.1 0.1 -0.001
C 0.567617 -10.956448 4.703890 0.0 0.0 0.0 -0.143
C 1.667898 -10.747174 3.893875 0.1 0.0 -0.1 0.000
C 2.697635 -11.673035 3.923458 0.0 -0.1 0.0 -0.061
N -0.540914 -9.984941 4.666954 0.0 0.0 0.0 -0.336
O -1.488334 -10.179825 5.395527 0.0 0.0 0.0 0.094
O -0.439568 -9.043743 3.900165 0.0 -0.1 0.1 0.052
H 3.416143 -13.506744 4.768481 0.0 0.0 0.0 0.108
H 1.434181 -13.834169 6.206867 0.0 0.0 0.0 0.109
H -0.409198 -12.179701 6.164051 0.0 0.1 0.0 0.120
H 1.720633 -9.880947 3.251832 -0.1 0.0 0.0 0.107
H 3.566046 -11.527727 3.296366 0.0 0.0 0.0 0.110
```
Positions in Å, forces in eV/Å.

Calculated values
Electronic energy, eV: -71531.8757
Net charge: 0


No. 2
C31H35BrIN5O8PPt | ωB97M-V with the def2-TZVPD basis set

Structure (XYZ):
```
83
Properties=species:S:1:pos:R:3:forces:R:3:lowdin_charge:R:1
Pt 1.091414 0.645536 -0.268071 -2.9 3.0 4.7 1.565
O -2.317624 2.569805 3.672298 0.3 -0.3 -0.1 0.083
C -1.900152 1.426390 4.260395 0.0 0.1 -0.1 -0.244
C -2.484273 0.985267 5.445142 -0.1 0.0 0.1 -0.007
C -2.038272 -0.160871 6.073480 -0.1 0.0 0.0 -0.052
C -1.001493 -0.909777 5.526384 0.0 -0.2 0.2 -0.073
C -0.438260 -0.504106 4.341825 0.1 0.2 -0.1 -0.028
C -0.868984 0.658676 3.688446 0.0 -0.1 -0.1 -0.089
C -0.241089 0.975080 2.403890 -1.1 2.1 -0.7 -0.375
O 0.513041 0.140891 1.834183 1.4 -0.9 -1.3 -0.058
N -0.430308 2.219428 1.880639 0.9 -0.7 1.5 0.137
N -0.025127 2.397893 0.682331 0.6 -1.5 -1.2 -0.024
C -0.283605 3.420223 -0.047984 0.0 0.1 -0.3 0.006
C 0.286157 3.451504 -1.373603 0.0 0.1 0.4 -0.241
C 0.328681 4.604047 -2.136118 0.0 0.2 -0.2 0.015
C 0.919705 4.555038 -3.389465 -0.1 0.1 0.1 -0.017
C 1.405034 3.346331 -3.858543 0.0 0.0 -0.1 -0.011
C 1.317770 2.229890 -3.042716 0.1 0.1 -0.1 -0.087
N 0.790015 2.295764 -1.821591 0.9 -1.4 -0.3 0.031
H -3.069723 2.926544 4.151759 -0.1 0.0 0.1 0.118
H -3.300461 1.559052 5.873019 0.1 0.0 0.0 0.122
H -2.498407 -0.467909 7.005196 0.0 0.0 -0.1 0.115
H -0.642824 -1.798427 6.029604 0.0 0.0 0.0 0.111
H 0.368422 -1.065070 3.888176 -0.1 0.0 0.0 0.123
H -0.929882 4.209482 0.312976 -0.1 -0.1 0.1 0.157
H -0.073502 5.526841 -1.736646 0.0 -0.1 0.0 0.129
H 1.003138 5.453611 -3.986822 0.0 0.0 0.0 0.124
H 1.848500 3.262629 -4.842438 0.0 0.0 0.1 0.122
H 1.682468 1.265679 -3.364153 0.1 0.0 0.1 0.121
I 1.031517 -5.529358 -0.708224 0.0 0.1 0.0 0.932
C 1.737448 -3.608287 -0.470580 -0.2 0.0 0.1 -0.735
C 3.050604 -3.192650 -0.489757 0.1 0.1 0.1 -0.099
N 3.042182 -1.866007 -0.296610 0.1 -0.2 0.0 0.039
N 1.794911 -1.404632 -0.151261 -0.4 0.2 -0.7 -0.091
C 0.976456 -2.452926 -0.259360 0.3 -0.1 -0.1 -0.139
H 3.965951 -3.747773 -0.627257 -0.1 0.1 0.1 0.135
H 3.830124 -1.244715 -0.253195 0.0 0.1 -0.1 0.150
H -0.095195 -2.341743 -0.179280 0.1 0.0 0.0 0.087
Br 5.579251 0.484006 -3.517056 -0.3 0.0 0.2 0.797
C 6.096170 0.999159 -1.765382 -0.4 0.1 0.4 -0.592
C 7.464673 1.127412 -1.581953 0.0 0.0 0.0 -0.135
C 7.974817 1.538910 -0.361680 0.1 0.0 0.0 -0.058
C 7.125933 1.831260 0.689850 0.1 0.1 0.2 -0.060
C 5.763397 1.687166 0.525106 -0.1 0.0 -0.2 -0.017
C 5.210361 1.270088 -0.692832 0.1 0.0 0.1 -0.151
C 3.715725 1.111669 -0.688621 0.5 0.3 -0.4 -0.640
O 3.068400 1.505596 0.358034 -1.7 -0.9 -0.4 -0.088
O 3.090802 0.577000 -1.604610 1.3 -0.2 -1.3 -0.133
H 8.133632 0.911347 -2.403881 -0.1 0.0 0.0 0.099
H 9.046265 1.641151 -0.240622 0.0 0.0 0.0 0.116
H 7.527608 2.173726 1.634953 0.0 0.0 0.0 0.113
H 5.083504 1.892921 1.341018 0.1 0.0 0.0 0.119
C -4.367727 -2.244900 0.700800 0.2 0.3 -0.3 -0.019
C -2.923721 -2.609583 1.031110 -0.3 -0.2 0.2 -0.587
C -2.636155 -2.339234 2.498071 0.2 0.3 -0.1 -0.020
C -2.651299 -4.063963 0.698346 0.2 0.0 -0.2 -0.030
O -1.963266 -1.844945 0.206697 -0.1 -0.1 -0.1 -0.202
P -2.061718 -0.292996 -0.149334 -0.9 0.0 0.6 0.308
O -2.419963 0.543725 1.007140 0.1 0.0 -0.1 -0.212
O -0.715819 0.002582 -0.864248 1.0 -0.1 -0.5 -0.403
O -3.170041 -0.152786 -1.268227 0.3 -0.1 -0.4 -0.137
C -3.119411 -0.565432 -2.681152 0.2 0.0 -0.2 -0.593
C -4.570539 -0.672736 -3.110243 -0.1 0.0 0.2 -0.023
C -2.407105 -1.903275 -2.872250 0.0 0.1 0.3 -0.020
C -2.409283 0.525881 -3.480470 0.0 0.1 0.3 -0.025
H -5.046835 -2.834743 1.317010 0.1 0.0 0.0 0.098
H -4.585776 -2.442753 -0.351328 0.0 0.0 0.1 0.079
H -4.542743 -1.184053 0.889435 -0.1 -0.1 0.0 0.088
H -3.322637 -2.907411 3.129738 0.1 0.0 -0.1 0.101
H -2.759418 -1.274898 2.696999 0.0 0.0 0.1 0.075
H -1.607743 -2.622177 2.739503 -0.1 0.0 0.0 0.090
H -3.324705 -4.708924 1.266472 0.1 0.0 0.0 0.099
H -1.618686 -4.324214 0.946692 -0.1 0.0 0.0 0.055
H -2.805885 -4.247522 -0.368678 0.0 0.0 0.1 0.084
H -5.064404 -1.500698 -2.596787 0.0 0.1 0.0 0.083
H -4.629103 -0.843098 -4.187051 0.0 0.0 0.1 0.096
H -5.099998 0.249861 -2.864515 0.0 -0.1 -0.1 0.095
H -2.897014 -2.688505 -2.293758 0.0 0.0 0.0 0.079
H -1.365567 -1.831028 -2.553021 0.0 -0.1 -0.1 0.076
H -2.432980 -2.180396 -3.927163 0.0 0.0 0.0 0.098
H -2.971678 1.461738 -3.420264 0.1 -0.1 0.0 0.094
H -2.322736 0.227145 -4.526943 0.0 0.0 0.1 0.094
H -1.410928 0.686573 -3.071005 0.0 0.0 -0.1 0.056
```
Positions in Å, forces in eV/Å.

Calculated values
Electronic energy, eV: -147218.9775
Net charge: +1


No. 3
C31H35Cl2N9OTi | ωB97M-V with the def2-TZVPD basis set

Structure (XYZ):
```
79
Properties=species:S:1:pos:R:3:forces:R:3:lowdin_spin:R:1
Ti -0.214392 0.469591 -0.268962 -1.5 -0.8 0.6 1.198
C -2.500099 2.506227 -0.131821 -0.1 0.1 -0.1 0.005
N -2.133854 1.450847 -1.092748 -0.1 0.3 -0.1 0.008
C -1.831585 1.940891 -2.458455 0.1 0.0 -0.1 0.003
C -0.452827 1.543748 -2.892587 0.2 0.1 -0.2 0.003
N 0.473521 1.079982 -2.080068 0.2 0.5 -1.0 0.008
C 1.615879 0.880262 -2.856337 0.1 0.1 -0.4 0.004
C 2.894732 0.448649 -2.513844 0.0 0.0 0.1 0.001
C 3.820816 0.346794 -3.531612 0.0 0.0 0.1 0.000
C 3.502701 0.676828 -4.855860 -0.1 0.0 -0.1 0.000
C 2.248239 1.134806 -5.204833 0.0 0.0 -0.1 0.000
C 1.320181 1.236760 -4.177420 0.2 -0.2 0.3 0.000
N -0.003195 1.656658 -4.156416 -0.1 0.0 0.1 0.001
C -1.230731 3.060414 0.440554 0.2 0.2 0.1 0.007
N -0.107508 2.356902 0.428664 0.0 2.2 0.7 0.022
C 0.883242 3.204577 0.930620 -0.1 0.4 0.1 0.008
C 2.259353 3.031339 1.051368 0.0 0.0 0.0 0.003
C 2.981127 4.063790 1.615962 0.0 -0.1 -0.1 0.001
C 2.364327 5.249734 2.036210 -0.1 0.1 0.0 0.000
C 1.009514 5.456880 1.873105 -0.1 0.1 0.0 0.001
C 0.288990 4.417486 1.299766 0.3 -0.3 0.1 0.001
N -1.050930 4.286871 0.966870 -0.2 -0.1 -0.1 0.002
H -3.119439 2.065766 0.654608 0.0 0.0 0.0 0.001
H -3.094060 3.306311 -0.584819 0.0 0.0 0.0 0.000
H -2.887497 0.781978 -1.174109 0.0 -0.1 0.1 0.001
H -1.905506 3.031668 -2.493082 0.0 0.0 0.0 0.000
H -2.555749 1.550573 -3.175414 0.0 0.0 0.0 0.000
H 3.154859 0.212821 -1.490162 0.0 0.0 0.0 0.000
H 4.822472 0.008387 -3.302904 0.0 0.0 0.0 0.000
H 4.258758 0.571734 -5.621664 0.0 0.0 0.0 0.000
H 2.001063 1.400730 -6.223818 0.0 0.0 0.0 0.000
H -0.520658 2.005437 -4.946907 -0.1 0.0 0.0 0.000
H 2.745458 2.135944 0.690739 0.0 0.0 0.0 0.002
H 4.051720 3.962449 1.730852 0.0 0.0 0.0 0.000
H 2.965537 6.027258 2.486891 0.0 0.0 0.0 0.000
H 0.536724 6.385037 2.165424 0.0 0.0 0.0 0.000
H -1.745636 5.010046 1.069142 -0.1 -0.1 0.0 0.000
Cl -1.265405 -3.397253 -2.956734 0.0 0.0 0.0 0.016
C 0.204306 -3.016029 -2.121819 -0.2 0.3 0.0 0.055
C 1.327423 -3.827039 -2.262114 0.2 -0.1 0.0 -0.009
C 2.455503 -3.593776 -1.506306 -0.2 0.1 0.0 0.050
Cl 3.809054 -4.651202 -1.663972 0.1 0.0 0.0 0.010
C 2.509257 -2.521338 -0.589841 -0.1 0.1 -0.1 0.016
C 3.584965 -2.260061 0.298313 0.1 0.0 0.0 0.215
C 3.452712 -1.239595 1.222850 -0.1 0.0 0.0 0.007
C 2.324907 -0.434415 1.232224 0.2 -0.2 0.3 0.197
N 1.313484 -0.572662 0.327746 1.2 -0.5 0.1 0.082
C 1.388800 -1.662767 -0.531767 0.0 -0.6 -0.1 0.054
C 0.210237 -1.905567 -1.282575 0.2 -0.8 0.2 0.002
O -0.855366 -1.142832 -1.043148 -0.4 -1.2 -0.3 -0.014
H 1.309114 -4.661984 -2.949227 -0.1 0.0 0.0 -0.001
H 4.465484 -2.884372 0.273436 0.0 0.0 0.0 0.013
H 4.237543 -1.054484 1.943571 0.0 0.0 0.0 -0.005
H 2.222157 0.357955 1.964539 0.0 0.1 -0.1 0.012
N -1.242843 -3.442543 1.095323 -1.4 1.3 -1.1 0.001
C -1.772744 -3.431235 2.494039 -0.4 0.2 0.6 0.000
C -3.311924 -3.359138 2.491328 0.1 0.1 -0.4 0.000
C -3.854130 -1.993268 2.019658 0.2 0.0 0.0 0.000
N -3.500801 -1.752727 0.605103 0.5 -0.5 0.2 0.000
C -3.294841 -0.888761 2.917959 0.2 -0.1 -0.2 0.000
C -1.764549 -0.859529 3.068593 -0.2 -0.1 0.1 0.000
N -1.078767 -0.086734 1.982310 -0.2 0.0 0.2 0.011
C -1.185803 -2.271200 3.300617 0.1 0.2 -0.3 0.001
H -1.275164 -4.366432 0.668620 -0.1 0.0 0.0 0.000
H -0.285519 -3.101193 1.026951 0.1 0.1 -0.1 0.001
H -1.921013 -2.759490 0.520936 1.0 -0.8 0.6 0.000
H -1.448813 -4.360088 2.963179 0.0 0.0 0.0 0.000
H -3.660263 -3.531292 3.509783 0.1 -0.1 0.0 0.000
H -3.723719 -4.166046 1.879283 0.0 0.0 0.0 0.000
H -4.940152 -1.994016 2.129585 0.0 -0.1 0.1 0.000
H -3.234316 -0.793179 0.443742 -0.1 0.0 -0.1 0.000
H -4.225885 -2.040367 -0.041211 0.1 0.1 0.0 0.000
H -3.714407 -1.039154 3.913591 0.0 0.1 0.0 0.000
H -3.652638 0.087042 2.571706 0.0 0.0 0.1 0.000
H -1.566533 -0.323043 4.000393 0.0 0.0 0.0 0.000
H -0.083481 -0.140515 2.195199 0.0 0.0 0.1 0.004
H -1.323702 0.886837 2.151259 0.0 0.0 0.2 0.001
H -1.380484 -2.507187 4.347568 0.1 -0.1 0.0 0.000
H -0.097208 -2.255528 3.182383 0.0 0.0 0.1 0.001
```
Positions in Å, forces in eV/Å.

Calculated values
Electronic energy, eV: -96325.5831
Multiplicity: 3
Net charge: +2